# 1
111
Properties=species:S:1:pos:R:3 method="wB97M-V/def2-TZVPD" spin_multiplicity=6 gap_ev="5.6307 / 8.6827" homo_energy_ev="-12.6997 / -12.7492" relative_energy_kcal_mol=0.00 total_energy_ev=-126111.54887 total_charge=+2
Dy -0.044 -0.343 0.189
C -3.991 3.560 0.597
N -3.052 2.466 0.361
C -2.083 2.300 1.426
C -3.125 1.600 -0.687
N -2.182 0.667 -0.875
C -2.521 -0.352 -1.872
C -1.322 -0.565 -2.796
N -0.163 -1.207 -2.127
C 1.101 -0.762 -2.781
C 2.353 -0.975 -1.894
N 2.326 -0.132 -0.666
C 3.507 0.393 -0.296
N 4.498 0.838 -1.141
C 4.255 1.474 -2.434
C 5.939 0.671 -0.848
N 3.778 0.539 1.046
C 3.267 -0.462 1.967
C 4.612 1.559 1.679
C -0.332 -2.697 -2.153
C -0.521 -3.289 -0.741
N 0.534 -2.872 0.224
C 1.403 -3.821 0.571
N 1.972 -3.830 1.824
C 3.232 -4.512 2.100
C 1.177 -3.515 3.012
N 1.790 -4.926 -0.240
C 1.456 -6.282 0.187
C 2.399 -4.739 -1.538
N -4.268 1.790 -1.499
C -5.598 1.496 -0.956
C -4.274 2.093 -2.923
H -3.485 4.301 1.204
H -4.889 3.257 1.146
H -4.302 4.046 -0.342
H -2.557 2.084 2.407
H -1.429 1.421 1.271
H -1.443 3.184 1.531
H -3.347 -0.010 -2.488
H -2.884 -1.265 -1.385
H -0.975 0.417 -3.065
H -1.656 -1.096 -3.699
H 1.006 0.309 -2.950
H 1.265 -1.274 -3.723
H 3.207 -0.671 -2.521
H 2.469 -2.033 -1.653
H 3.187 1.679 -2.585
H 4.600 0.872 -3.266
H 4.787 2.424 -2.441
H 6.080 0.224 0.129
H 6.468 1.614 -0.935
H 6.311 0.001 -1.610
H 2.881 -1.356 1.437
H 2.470 -0.043 2.590
H 4.045 -0.755 2.682
H 4.848 2.356 0.968
H 5.539 1.139 2.082
H 4.045 1.975 2.502
H 0.575 -3.134 -2.593
H -1.179 -2.969 -2.766
H -0.451 -4.401 -0.871
H -1.516 -3.038 -0.344
H 3.683 -4.915 1.181
H 3.082 -5.295 2.844
H 3.996 -3.814 2.483
H 0.433 -4.302 3.204
H 0.667 -2.566 2.849
H 1.860 -3.441 3.865
H 0.997 -6.208 1.181
H 2.366 -6.898 0.218
H 0.761 -6.650 -0.543
H 2.940 -3.809 -1.592
H 1.701 -4.766 -2.396
H 3.145 -5.524 -1.663
H -5.525 1.121 0.059
H -6.093 0.757 -1.552
H -6.230 2.394 -0.922
H -3.238 2.247 -3.258
H -4.836 3.050 -3.061
H -4.777 1.303 -3.502
F -6.495 -0.130 3.037
C -5.186 -0.377 3.109
C -4.496 0.012 4.246
F -5.147 0.507 5.325
C -3.107 -0.089 4.254
F -2.441 0.358 5.344
C -2.405 -0.605 3.161
S -0.651 -0.513 3.003
C -3.193 -1.082 2.116
F -2.553 -1.650 1.060
C -4.554 -0.990 2.042
F -5.227 -1.320 0.918
N 0.633 2.256 -0.685
C 0.009 3.327 -1.404
C -0.071 3.300 -2.797
C -0.692 4.361 -3.466
C -1.198 5.457 -2.807
C -1.169 5.442 -1.409
C -0.512 4.421 -0.711
H 1.420 1.861 -1.215
H 1.058 2.566 0.203
H 0.346 2.450 -3.336
H -0.758 4.330 -4.569
H -1.636 6.288 -3.351
H -1.619 6.284 -0.874
H -0.352 4.498 0.386
Cl 1.415 2.617 2.699
C 0.939 2.255 4.392
Cl 1.968 0.996 5.146
H -0.083 1.882 4.413
H 1.034 3.180 4.949

***

# 2
71
Properties=species:S:1:pos:R:3 method="wB97M-V/def2-TZVPD" spin_multiplicity=1 gap_ev=3.6120 homo_energy_ev=-6.3116 relative_energy_kcal_mol=141.36 total_energy_ev=-49400.84817
C 3.204 -3.219 2.152
C 3.411 -1.722 2.358
C 4.183 -1.418 3.657
O 4.167 -1.154 1.274
C 3.528 -1.101 0.048
O 4.186 -1.117 -0.978
C 2.092 -0.991 0.076
C 1.347 -0.994 -1.189
C 1.167 -2.418 -1.708
C 0.053 -3.174 -1.302
C -0.108 -4.479 -1.757
C 0.870 -5.034 -2.612
N 0.701 -6.364 -3.102
O 1.577 -6.839 -3.863
O -0.317 -7.007 -2.755
C 2.017 -4.300 -2.980
C 2.164 -3.002 -2.506
C 1.376 -0.983 1.313
O 0.157 -0.913 1.396
O 2.138 -1.043 2.462
H 2.649 -3.403 1.221
H 4.186 -3.708 2.103
H 2.644 -3.620 3.007
H 4.309 -0.337 3.779
H 3.633 -1.812 4.516
H 5.169 -1.890 3.622
H 0.363 -0.553 -0.987
H 1.928 -0.410 -1.919
H -0.667 -2.729 -0.608
H -0.968 -5.079 -1.469
H 2.768 -4.760 -3.619
H 3.070 -2.430 -2.722
C 1.217 4.666 -4.360
N 0.220 4.909 -3.332
C -0.122 6.310 -3.145
C -0.384 3.869 -2.608
C 0.163 3.432 -1.372
C -0.436 2.410 -0.658
C -1.626 1.788 -1.123
C -2.340 0.828 -0.331
C -2.454 0.933 1.052
C -3.071 -0.044 1.948
C -3.589 -1.313 1.736
C -4.158 -1.994 2.825
C -4.212 -1.401 4.103
C -3.706 -0.107 4.323
C -3.132 0.546 3.234
N -2.560 1.832 3.141
C -2.448 2.811 4.211
C -2.146 2.058 1.864
C -2.122 2.179 -2.397
C -1.546 3.217 -3.101
H 1.415 3.592 -4.448
H 0.867 5.049 -5.328
H 2.153 5.184 -4.110
H -0.882 6.417 -2.364
H 0.771 6.883 -2.858
H -0.507 6.735 -4.082
H 1.062 3.924 -0.992
H -0.010 2.084 0.293
H -2.953 0.075 -0.832
H -3.527 -1.750 0.737
H -4.563 -2.997 2.674
H -4.656 -1.957 4.930
H -3.751 0.376 5.300
H -2.856 2.399 5.137
H -1.395 3.086 4.366
H -2.995 3.728 3.950
H -1.722 3.003 1.536
H -3.016 1.682 -2.779
H -1.978 3.561 -4.044

***

# 3
9
Properties=species:S:1:pos:R:3 method="wB97M-V/def2-TZVPD" spin_multiplicity=1 gap_ev=9.7696 homo_energy_ev=-9.5078 relative_energy_kcal_mol=173.19 total_energy_ev=-19769.17922
C -0.996 0.372 1.432
C -0.217 0.310 0.229
C -0.359 -0.586 -0.991
O 1.947 1.073 1.431
O -0.018 -0.411 1.447
Cl 0.982 1.707 0.406
H -0.577 -1.599 -0.651
H 0.444 -0.678 -1.751
H -1.205 -0.188 -1.551

***

# 4
105
Properties=species:S:1:pos:R:3 method="wB97M-V/def2-TZVPD" spin_multiplicity=4 gap_ev="7.3771 / 7.3579" homo_energy_ev="-9.6830 / -9.6684" relative_energy_kcal_mol=32.57 total_energy_ev=-248858.14383 total_charge=+1
Cr -0.419 -0.260 -0.917
Se -2.456 -1.579 -1.503
P -0.956 -3.176 -1.548
Se 0.913 -2.443 -0.733
C -0.755 -3.748 -3.255
C -1.874 -3.888 -4.070
C -1.739 -4.374 -5.359
C -0.484 -4.722 -5.843
C 0.633 -4.584 -5.033
C 0.499 -4.097 -3.741
C -1.561 -4.601 -0.620
C -2.924 -4.854 -0.512
C -3.367 -5.988 0.150
C -2.453 -6.871 0.706
C -1.091 -6.618 0.605
C -0.646 -5.484 -0.054
H -2.856 -3.606 -3.707
H -2.612 -4.478 -5.988
H -0.379 -5.098 -6.851
H 1.611 -4.857 -5.405
H 1.373 -3.981 -3.112
H -3.644 -4.156 -0.923
H -4.428 -6.177 0.237
H -2.801 -7.754 1.224
H -0.376 -7.301 1.043
H 0.417 -5.280 -0.117
C 1.748 4.231 2.192
Sb 0.020 3.065 1.716
C -0.476 2.490 3.703
C -1.402 4.698 1.761
C -1.564 5.450 0.479
C -0.990 6.716 0.356
C -1.155 7.490 -0.780
C -1.930 7.010 -1.826
C -2.492 5.749 -1.725
C -2.297 4.945 -0.602
C -2.888 3.567 -0.618
Sb -1.651 2.082 -1.584
C -0.247 3.315 -2.592
C -2.908 1.714 -3.252
H 1.562 4.827 3.085
H 1.989 4.896 1.363
H 2.591 3.566 2.376
H -0.200 3.290 4.390
H 0.041 1.573 3.977
H -1.548 2.315 3.758
H -1.088 5.374 2.556
H -2.343 4.241 2.073
H -0.423 7.109 1.192
H -0.703 8.471 -0.836
H -2.102 7.613 -2.708
H -3.102 5.372 -2.539
H -3.774 3.559 -1.254
H -3.172 3.191 0.363
H -0.735 4.229 -2.921
H 0.106 2.762 -3.463
H 0.587 3.571 -1.940
H -3.065 2.646 -3.796
H -3.871 1.322 -2.925
H -2.426 0.976 -3.892
O -1.180 -1.792 1.755
B -1.180 -0.562 1.075
O -1.993 0.349 1.779
C -2.501 -0.342 2.855
C -3.367 0.095 3.830
C -3.723 -0.836 4.807
C -3.227 -2.135 4.785
C -2.351 -2.563 3.788
C -2.005 -1.633 2.833
H -3.758 1.102 3.837
H -4.405 -0.544 5.594
H -3.532 -2.830 5.556
H -1.968 -3.574 3.752
C 4.410 -3.022 5.014
C 4.534 -1.773 4.209
C 5.650 -0.997 4.104
C 5.582 0.146 3.277
N 4.492 0.514 2.634
C 3.368 -0.229 2.766
S 1.900 0.166 2.067
N 3.439 -1.373 3.524
C 6.794 1.001 3.076
H 5.354 -3.259 5.498
H 4.124 -3.858 4.373
H 3.642 -2.902 5.779
H 6.555 -1.259 4.630
H 2.579 -1.905 3.577
H 7.512 0.892 3.886
H 6.497 2.043 2.979
H 7.286 0.703 2.147
C 4.711 1.679 -2.832
N 3.380 1.160 -2.606
C 2.540 0.522 -3.603
C 1.286 0.310 -2.794
O 0.218 -0.172 -3.159
N 1.461 0.725 -1.510
C 2.711 1.226 -1.442
N 3.226 1.766 -0.352
H 5.007 1.443 -3.850
H 5.433 1.212 -2.158
H 4.741 2.763 -2.709
H 2.942 -0.439 -3.931
H 2.353 1.156 -4.472
H 2.775 1.530 0.541
H 4.200 2.014 -0.322